Entry 1:
The following is a DFT calculation (ωB97M-V with the def2-TZVPD basis set) of a structure of composition C4H7NO in a non-equilibrium geometry.

Output
ΔE to the lowest compared entry with this formula, charge and spin in kcal per mole: 123.0
Charge: 0
LUMO level in eV: 0.99
HOMO energy in eV: -9.898

The geometry in XYZ format:
```
13
Properties=species:S:1:pos:R:3:forces:R:3
N 0.335 0.948 -0.082 -0.1 0.2 -0.2
H -2.376 -1.155 0.353 0.1 0.1 0.0
O 2.585 1.338 1.303 -0.4 -0.6 -0.6
C -1.821 -0.247 0.608 0.0 0.0 0.0
H -0.098 0.396 -2.162 0.1 -0.1 0.1
H 1.484 -0.631 -1.290 0.0 -0.1 0.0
H -1.853 -0.126 1.696 0.0 0.0 -0.1
C 0.115 0.186 -1.122 -0.1 0.2 0.0
H 0.200 -1.146 0.571 0.0 0.2 0.0
C 2.067 0.657 0.539 0.6 0.5 0.8
H 2.086 -0.495 -0.699 -0.1 0.0 -0.1
C -0.394 -0.335 0.129 -0.1 -0.2 0.2
H -2.330 0.609 0.156 0.1 -0.1 0.0
```
Forces are in eV/Å.

Mulliken population analysis, charges in e, atoms 1 to 4: -0.378 0.323 -0.269 -1.323

=====

Entry 2:
The following is a DFT calculation (ωB97M-V with the def2-TZVPD basis set) of a structure of composition C47H63N2P2PdSSi.

Output
ΔE to the lowest compared entry with this formula, charge and spin in kcal per mole: 0.0
Charge: +1
LUMO level (alpha / beta) in eV: -2.34 / -3.52
Expectation value of S²: 2.01
2S+1: 3
HOMO energy (alpha / beta) in eV: -8.709 / -11.327

The geometry in XYZ format:
```
117
Properties=species:S:1:pos:R:3:forces:R:3
C -2.523 0.060 7.462 0.0 0.0 0.0
H 6.609 -2.641 -3.171 0.0 0.0 0.0
C 0.078 -1.920 -2.435 -0.1 0.1 0.1
C -0.606 0.925 2.984 0.2 0.1 0.0
H 1.939 -4.030 1.527 0.0 0.0 0.0
C 0.460 -0.395 -4.246 0.0 0.0 0.1
C 3.732 -0.024 1.067 0.0 -0.2 0.1
H 0.511 3.534 -3.076 -0.1 0.0 -0.1
H 5.262 1.489 1.095 0.0 0.0 0.0
C 3.778 -2.421 -1.209 0.0 -0.1 0.0
H 6.860 0.315 2.378 0.0 0.0 0.0
H -1.740 -1.299 8.924 0.1 0.0 0.1
C -3.054 -1.310 -1.129 0.1 0.1 0.1
C 3.687 2.549 -1.147 0.0 0.0 0.0
H 5.100 -3.453 -3.501 0.0 0.0 0.0
C 0.029 -5.059 -0.107 0.1 0.0 0.1
C 5.941 -0.241 2.188 0.1 0.0 0.0
H -3.934 -1.290 -0.481 -0.1 0.0 0.0
H -1.625 2.898 -1.919 0.0 0.1 0.1
H 3.736 -1.106 1.276 0.0 0.1 0.0
H -4.598 -3.790 -1.103 0.0 0.0 0.0
C 0.796 -1.451 -5.077 0.0 -0.1 0.0
C -4.436 -1.838 7.227 -0.1 0.0 -0.1
C -0.982 -5.351 1.000 -0.1 0.0 0.0
H 5.292 -0.035 -1.886 0.0 0.0 0.0
H -4.324 -4.619 -2.614 0.0 0.0 0.0
C -1.533 1.943 -2.428 0.1 -0.1 0.1
H 0.506 0.612 -4.641 0.0 0.1 0.0
N -3.454 -2.053 8.093 0.0 -0.1 0.0
H 1.446 -3.586 -0.754 0.0 0.0 0.0
C -0.449 -4.973 2.377 0.1 -0.1 0.0
C 2.478 4.108 -2.507 0.0 0.0 0.0
Pd 0.355 -0.192 0.341 -0.5 0.0 0.1
H -2.671 -1.370 -3.243 0.0 0.0 0.0
H 4.597 2.279 -0.637 0.1 0.0 0.0
H -0.782 1.971 4.839 0.0 0.0 0.1
Si -0.110 0.916 -1.763 0.1 -0.1 0.1
C -3.263 0.441 3.154 0.1 0.0 0.0
H 2.664 1.641 1.960 0.0 0.0 0.0
C -2.213 -2.569 -0.788 -0.1 -0.1 0.0
H 5.875 -2.011 -0.935 0.0 0.0 0.0
C 0.406 -2.983 -3.274 0.0 0.0 0.0
H 4.113 -1.529 -4.259 0.0 0.0 0.0
C -2.526 -1.113 8.204 0.1 0.1 0.0
H 5.686 0.133 0.069 0.0 0.0 0.1
H 0.464 1.115 2.892 -0.3 0.0 0.0
C 4.041 0.845 3.437 0.0 0.0 0.0
C -2.489 -0.007 2.098 0.0 -0.1 0.0
C 1.396 3.241 -2.531 0.0 0.0 0.0
H 2.520 -1.154 -2.410 -0.1 0.0 0.0
H 3.175 -3.175 -1.721 0.0 0.0 0.0
C 5.202 0.403 1.007 0.0 0.0 -0.1
C -4.064 -3.720 -2.055 0.0 -0.1 0.0
P 2.617 0.038 -0.387 -0.2 0.0 -0.1
H 0.385 -5.633 2.637 0.0 0.0 0.0
H 0.384 -4.001 -2.905 0.0 0.0 0.0
H 3.489 0.880 4.377 0.0 0.0 0.0
H -0.793 -2.844 2.206 0.0 0.0 0.0
H -5.191 -2.611 7.160 -0.1 0.0 0.0
C 5.070 -0.278 3.453 0.0 0.0 0.1
C 0.045 -3.532 2.395 -0.1 0.1 0.1
H 5.697 -0.214 4.343 0.0 0.0 0.0
H -2.031 -3.547 -2.725 -0.1 0.0 0.1
H -2.477 1.422 -2.335 -0.2 -0.1 0.0
C 5.534 -2.587 -2.997 0.1 -0.1 0.0
H 5.697 -0.791 -4.216 0.0 0.0 0.0
C 3.624 3.764 -1.811 0.0 0.0 0.0
P -0.398 -2.186 -0.694 0.1 0.2 -0.1
H 4.553 1.807 3.349 0.0 0.0 0.0
C -3.536 -1.309 -2.576 0.1 0.1 -0.1
H 5.507 -3.702 -1.150 0.0 0.0 0.0
H -1.916 -4.809 0.825 0.0 0.0 0.0
H -1.746 0.797 7.598 0.1 0.0 0.0
C 0.592 -3.629 -0.073 0.0 0.0 -0.2
H 4.470 4.434 -1.786 0.1 0.1 0.0
C -2.565 -3.695 -1.781 0.1 0.0 0.0
C 0.779 -2.750 -4.588 0.0 0.1 0.0
N -1.180 0.220 2.000 0.3 0.1 0.1
H -2.489 -0.401 -0.906 0.0 0.0 0.0
C 4.455 -0.337 -2.519 0.1 0.1 -0.1
H -5.506 -2.179 -2.517 0.0 0.0 0.0
C 1.116 -3.333 1.334 0.3 0.3 0.1
H -0.375 -5.310 -1.086 0.0 0.0 0.0
S -3.602 1.751 5.568 0.0 0.1 0.0
H 1.543 -2.313 1.378 -0.2 -0.4 0.0
H -2.251 -4.656 -1.390 0.0 -0.1 0.1
H -1.241 -6.412 0.974 0.0 0.0 0.0
C -3.546 0.262 6.550 0.0 -0.1 0.0
H -4.032 -0.365 -2.805 0.0 0.0 0.0
H 4.067 0.575 -2.974 0.0 -0.1 0.0
H 1.083 -1.263 -6.102 0.0 0.0 -0.1
C -2.659 1.156 4.177 0.0 0.0 0.0
H 2.207 0.052 2.586 0.1 0.0 0.0
H -4.552 -2.679 -3.893 0.0 0.0 0.0
H 1.047 -3.577 -5.229 0.0 -0.1 0.0
C 0.112 -0.595 -2.909 0.1 0.0 0.0
H 2.423 5.052 -3.030 0.0 0.1 0.0
H -2.936 -0.575 1.301 -0.1 -0.1 -0.1
H -2.481 -2.905 0.222 0.0 0.1 -0.1
H 3.585 -2.555 -0.141 0.0 0.0 0.0
H 0.437 -3.272 3.379 0.0 0.0 0.0
H -5.363 -0.573 5.758 0.0 0.0 0.0
C 2.596 1.686 -1.156 0.0 0.0 0.1
C 1.424 2.019 -1.857 0.0 0.1 0.0
C -1.297 1.409 4.076 -0.1 0.0 0.0
C 4.952 -1.293 -3.598 0.0 0.0 -0.1
H 0.886 -5.726 0.039 0.0 0.0 0.0
H -1.377 2.138 -3.488 0.0 0.0 -0.2
C 5.247 -2.703 -1.503 0.0 -0.1 0.1
H -1.217 -5.129 3.136 0.0 0.0 0.0
H 4.548 -1.237 3.524 0.0 0.0 0.0
H -4.321 0.229 3.176 0.0 0.0 0.0
C 3.347 -1.020 -1.709 0.0 0.0 0.0
H 6.243 -1.256 1.918 0.0 0.0 0.0
C -4.499 -2.469 -2.824 -0.1 0.1 0.0
C 3.060 0.665 2.268 -0.1 0.0 0.0
C -4.533 -0.704 6.436 0.0 0.0 0.0
```
Forces are in eV/Å.

Mulliken population analysis, charges in e, atoms 1 to 4: -0.185 0.406 -0.044 -0.391

=====

Entry 3:
The following is a DFT calculation (ωB97M-V with the def2-TZVPD basis set) of a cluster of 3 separate species, C2H6NP in total in a non-equilibrium geometry.

Output
ΔE to the lowest compared entry with this formula, charge and spin in kcal per mole: 39.7
Charge: 0
LUMO level (alpha / beta) in eV: 0.96 / -0.92
Expectation value of S²: 2.01
2S+1: 3
HOMO energy (alpha / beta) in eV: -5.490 / -10.495

The geometry in XYZ format:
```
10
Properties=species:S:1:pos:R:3:forces:R:3
H 1.169 0.005 -1.241 -0.2 0.4 -0.8
C 1.123 -0.327 -0.238 5.4 -2.6 -3.3
C -0.594 1.261 0.674 -0.2 0.9 -1.3
H -0.792 -1.901 -0.845 -0.4 1.5 -3.5
H -0.048 2.234 0.575 -0.7 -0.8 0.6
H 1.898 -1.056 0.036 -0.5 0.4 0.3
H -0.859 -1.512 -1.664 0.1 -1.7 3.3
P -0.558 0.019 1.958 -0.8 -0.5 3.4
H -1.583 1.185 0.171 0.8 0.4 -0.2
N 0.245 0.093 0.573 -3.4 2.2 1.5
```
Forces are in eV/Å.

Mulliken population analysis, charges in e, atoms 1 to 4: 0.408 -0.671 -0.620 -0.045

=====

Entry 4:
The following is a DFT calculation (ωB97M-V with the def2-TZVPD basis set) of an isolated molecule of C5H13N3 in a non-equilibrium geometry.

Output
ΔE to the lowest compared entry with this formula, charge and spin in kcal per mole: 103.2
Charge: 0
LUMO level in eV: 0.89
HOMO energy in eV: -6.549

The geometry in XYZ format:
```
21
Properties=species:S:1:pos:R:3:forces:R:3
H -0.727 2.053 1.695 -0.1 -0.1 0.0
C 1.311 -0.639 -0.547 0.5 2.5 0.3
N -1.203 1.820 -0.972 0.3 -0.4 0.5
C -1.335 -1.421 -0.461 0.3 0.2 0.1
C -0.702 0.983 -0.141 -1.0 0.2 -0.8
H 2.463 -2.215 0.255 -0.2 -0.1 -0.1
H 1.750 -0.773 -1.529 -0.2 -0.1 -0.1
H -2.346 -1.089 -0.698 0.0 0.0 0.0
N 1.556 1.086 -0.271 -1.4 -2.4 0.0
H 1.652 1.689 -1.088 0.5 -0.2 0.6
H -1.072 -2.296 -1.053 0.1 0.1 0.0
H -0.046 0.428 1.835 0.0 0.0 0.0
C -0.824 1.021 1.358 0.3 -0.2 -0.1
C 1.631 -1.544 0.418 -0.2 -0.3 0.3
H 1.184 -1.522 1.403 0.1 0.1 0.1
H -1.252 -1.679 0.591 0.0 0.0 0.0
H -1.799 0.629 1.664 0.0 0.1 -0.1
H 2.079 1.220 0.588 0.4 0.2 -0.7
N -0.391 -0.327 -0.773 0.4 0.5 -0.1
H -1.467 2.687 -0.507 0.0 -0.1 0.0
H -0.462 -0.111 -1.768 -0.1 0.0 0.1
```
Forces are in eV/Å.

Mulliken population analysis, charges in e, atoms 1 to 4: 0.436 0.052 -0.769 -0.945

=====

Entry 5:
The following is a DFT calculation (ωB97M-V with the def2-TZVPD basis set) of a cluster of 8 separate species, C55H76F6N8O8S4 in total in a non-equilibrium geometry.

Output
SMILES string: O=C1O[C@@](CCCSC(=S)N(c2ccccc2)c2ccccc2)(CCCS(=O)(=O)O)[C@@](CCC(F)=C(F)F)(S(=O)(=O)C(F)(F)F)O1.CCCC#N.CCCC#N.CCCC#N.CCCC#N.CCCC#N.CCCC#N.CCCC#N
Charge: 0
LUMO level in eV: -0.48
HOMO energy in eV: -8.411

The geometry in XYZ format:
```
157
Properties=species:S:1:pos:R:3:forces:R:3
C 5.793 -2.819 -3.173 2.2 2.2 -1.9
H 6.003 -6.434 -2.928 -1.1 0.6 -0.1
C 1.698 -3.323 6.323 -0.2 -0.3 -0.1
H 7.562 2.600 4.566 -0.1 0.0 0.0
C 7.151 -2.286 -2.913 -0.8 0.8 -1.7
N 5.304 -3.830 -2.237 -2.0 2.3 -0.4
O 0.825 -0.509 -2.539 -0.8 2.6 1.1
C 0.887 1.176 -0.351 2.0 2.6 -0.1
C -2.322 -0.600 2.073 0.3 -1.0 0.1
C 1.799 2.432 -2.511 0.3 0.3 -1.2
H 0.203 -3.431 4.751 0.0 0.0 0.0
H 2.504 10.200 -3.111 0.1 0.1 -0.1
H 1.057 -5.332 -4.032 1.2 -0.2 0.3
C -7.480 -1.844 7.023 -0.1 -0.1 0.3
C 7.176 0.357 3.062 -0.5 0.1 0.1
C 2.109 -1.868 6.078 0.4 -0.3 -0.3
H 5.097 -0.768 -6.001 0.4 -0.7 0.9
H 0.362 0.265 3.131 0.1 0.2 -1.3
H -4.060 7.332 -7.061 0.1 0.0 0.1
H 4.163 0.285 2.288 -0.4 -0.1 -1.1
O 1.594 1.973 1.672 -0.5 1.6 -0.6
N -5.100 -3.547 -4.513 0.0 0.2 0.1
C -2.160 9.423 -5.145 -0.3 -0.4 0.2
C -7.527 -8.647 3.420 -0.1 0.0 0.0
H 5.583 0.255 4.443 0.1 -0.1 -0.1
C 7.869 0.956 5.910 0.0 0.0 0.1
F -0.181 4.767 -1.852 2.1 0.1 1.2
H -2.616 -1.152 1.133 0.1 0.8 0.9
C 2.379 -0.420 1.203 0.7 1.1 0.8
H -1.807 -1.374 2.714 -0.5 1.0 -0.4
N -5.152 -3.965 5.558 -0.2 0.3 0.0
H 2.560 -3.565 -2.996 0.4 -0.9 -0.1
H -4.443 9.358 -8.411 0.0 0.0 0.1
H -7.308 -3.871 7.804 0.0 0.0 -0.1
H 8.766 -0.852 -3.488 -1.1 -0.5 -0.3
H 2.528 -1.436 6.989 0.0 0.1 -0.1
H 6.233 2.327 5.685 -0.1 0.0 -0.1
H 0.716 6.650 -4.772 0.0 0.0 0.0
C -4.958 -2.455 -4.183 0.4 0.4 0.0
H 2.215 -1.258 0.467 0.1 1.1 0.4
H -5.089 9.607 -6.783 0.0 0.0 0.0
C 4.943 -6.147 -3.144 -2.1 0.1 -0.7
C 1.653 8.323 -3.773 -0.1 -0.3 -0.1
H 1.798 -4.031 4.265 0.0 0.1 0.0
H -1.563 0.908 0.696 0.4 -0.1 1.0
F -2.730 0.179 -1.483 2.7 0.7 -1.1
C 3.095 9.829 -5.104 -0.3 0.3 0.4
H 5.898 -0.264 0.497 -0.9 -0.8 0.1
N -3.974 -8.727 4.534 -0.2 0.1 0.0
N -1.467 10.318 -4.948 -0.1 -0.2 -0.1
H 4.039 -2.614 -4.559 1.0 0.3 0.2
H 7.452 0.171 -5.510 -0.6 -1.0 0.6
O -0.384 -1.264 -0.676 -0.4 2.8 0.4
C -3.056 8.264 -5.402 0.4 0.4 -0.2
F -1.662 1.962 -2.261 0.5 -1.7 0.4
H -2.528 8.081 -7.490 0.0 -0.1 0.1
C 4.727 -3.218 -1.050 0.3 -0.7 0.4
O -4.660 -1.291 3.636 1.8 0.4 -1.4
C -8.052 -3.076 7.716 0.0 0.0 0.1
H -5.728 -6.519 3.091 0.1 -0.1 0.0
C -7.038 -2.121 5.583 0.4 -0.2 0.3
N 3.922 -1.752 4.165 -0.2 0.0 0.1
C 5.669 -1.209 -5.146 1.1 -0.1 1.2
H 7.739 -2.692 -2.050 -0.7 0.4 -0.9
H -3.975 -0.995 -3.016 -0.1 -0.2 -0.1
H -6.989 0.070 -5.057 0.0 0.0 0.0
H 0.113 -0.998 1.883 0.1 1.1 0.0
C 1.030 7.671 -5.002 -0.1 -0.1 -0.1
C 2.121 -5.580 -3.789 2.5 -1.1 0.5
C 3.130 -1.802 4.999 -0.3 0.3 0.4
H -4.243 -2.111 3.293 -0.5 0.1 0.4
C -4.171 9.455 -7.358 0.0 0.0 -0.1
H -2.541 7.347 -5.109 0.1 0.1 0.1
H 0.153 8.230 -5.337 0.1 0.0 0.0
C 7.001 -0.648 -4.896 -0.9 -2.4 2.1
H -7.296 -7.821 5.387 0.1 0.1 0.0
C -5.974 -3.160 5.566 -0.4 0.4 -0.3
C 5.063 -2.261 -4.307 1.8 0.7 0.2
C 1.085 -3.981 5.091 0.0 0.0 0.0
H -6.632 -1.472 7.604 0.0 0.1 -0.1
S 4.329 -4.175 0.228 0.1 0.9 -0.7
O -4.680 0.615 1.925 0.8 -1.9 0.7
C 3.856 0.171 1.207 0.2 -0.8 0.2
C -5.818 -6.889 4.115 0.2 -0.5 0.3
H 8.655 0.482 5.319 -0.1 0.0 0.0
C 0.120 0.117 2.038 -1.2 -0.5 -1.0
C 2.077 9.773 -4.021 0.4 -0.2 -0.4
H -8.537 -9.017 3.605 0.0 0.0 -0.1
H 8.359 1.564 6.672 0.0 0.0 0.0
H -6.842 -9.483 3.576 0.0 0.1 0.0
H 1.973 -7.711 -4.467 0.8 0.6 0.4
C 7.746 -1.233 -3.752 -2.0 -0.6 -0.3
H -6.649 -1.210 5.126 0.1 -0.2 -0.1
N 7.921 -0.155 2.351 -0.1 0.1 0.1
H 0.931 8.298 -2.953 0.1 0.1 0.0
H -3.553 10.350 -7.263 0.0 0.0 0.1
H -7.471 -1.538 -4.489 0.1 0.0 0.0
H 0.781 -5.003 5.318 0.0 0.1 0.0
H 2.799 2.336 -0.569 -1.0 -0.8 -0.3
H -8.236 -1.055 7.017 0.1 0.0 -0.1
H 5.566 1.678 3.395 0.0 -0.1 -0.1
O -3.500 0.901 4.006 0.2 -2.2 -0.9
F -1.695 0.119 -3.480 0.6 0.7 2.8
H -7.464 -8.340 2.373 0.0 0.0 0.0
H -5.923 0.523 -2.828 0.1 -0.1 0.0
N 3.883 9.871 -5.940 -0.2 -0.1 0.2
H 0.974 -3.354 7.141 0.1 0.1 0.0
H 3.935 1.200 0.766 -0.1 -1.1 0.2
C 6.960 1.822 5.044 0.2 0.0 0.2
H -8.379 -2.825 8.727 0.0 0.0 -0.1
C 2.652 -6.936 -4.049 1.6 2.6 1.2
H 2.820 0.742 -1.384 -0.7 0.9 -0.2
C -7.210 -7.481 4.351 -0.2 -0.2 -0.1
C 0.808 2.993 1.098 0.1 -2.7 -0.6
O 0.584 4.065 1.518 0.3 -0.2 -0.2
H -7.959 -6.697 4.208 0.1 0.1 0.0
C 4.410 -4.795 -2.859 -1.2 -3.8 -1.2
F 1.662 5.866 -0.990 -1.3 -0.8 -1.9
O 0.265 2.459 -0.109 -0.4 -0.1 1.1
H 1.216 10.380 -4.309 0.1 0.0 -0.1
H -8.913 -3.470 7.168 0.0 0.0 0.0
H -7.883 -2.467 4.982 0.1 -0.1 0.0
C 1.994 3.968 -2.413 -0.4 0.3 -0.4
C 3.005 -4.569 -3.197 0.2 -0.8 -0.2
H 2.496 2.071 -3.323 -0.8 0.4 0.8
H 2.224 -0.890 2.218 0.3 0.4 -1.1
C 4.931 -0.837 0.593 -0.1 0.8 0.8
H 7.298 0.172 6.415 0.1 0.0 0.0
C -6.083 -0.503 -3.168 -0.3 0.1 0.0
H 1.738 7.613 -5.831 0.0 0.1 0.0
H 5.064 -1.698 1.311 -0.2 0.7 -1.0
C 1.247 0.703 1.096 -0.2 -2.1 1.0
H 2.518 7.732 -3.458 0.0 0.1 0.1
H -1.612 1.498 2.426 0.2 -0.8 -0.8
C 1.185 4.858 -1.776 0.2 -0.3 0.0
C -3.430 8.208 -6.886 -0.1 0.1 -0.3
C 4.076 -7.187 -3.733 -1.4 1.6 0.1
H 2.567 -3.904 6.641 0.0 0.1 0.0
H 4.451 -8.218 -3.965 -0.1 1.3 0.4
C -1.578 0.607 -2.173 -3.5 0.9 -1.8
S -3.840 -0.034 2.930 -1.2 3.9 0.3
F 3.102 4.503 -3.079 -0.6 -0.9 1.8
H 0.765 2.228 -2.888 0.8 0.1 0.4
C -1.351 0.630 1.756 -0.6 -0.7 0.7
H -4.468 -0.442 -4.613 0.0 -0.1 0.0
H -6.366 -1.093 -2.292 0.1 0.0 0.0
C 6.211 1.018 3.978 0.5 0.0 -0.1
H 1.243 -1.269 5.787 0.1 0.0 -0.1
C -4.778 -7.926 4.350 -0.1 0.5 -0.2
H -3.951 8.362 -4.784 0.1 0.1 0.0
C -7.232 -0.522 -4.170 -0.1 0.0 0.0
S -0.004 -0.046 -1.418 1.1 -5.8 -0.9
C 2.170 1.639 -1.197 0.4 -0.5 0.2
C -4.774 -1.043 -3.753 -0.4 -0.5 0.0
H -5.645 -6.052 4.795 0.2 -0.1 -0.1
H -8.134 -0.103 -3.719 0.1 0.0 0.0
S 4.493 -1.398 -1.104 0.6 -1.0 0.5
```
Forces are in eV/Å.

Mulliken population analysis, charges in e, atoms 1 to 4: -0.253 0.365 -0.473 0.342

=====

Entry 6:
The following is a DFT calculation (ωB97M-V with the def2-TZVPD basis set) of a cluster of 2 separate species, C3H9NO2 in total in a non-equilibrium geometry.

Output
ΔE to the lowest compared entry with this formula, charge and spin in kcal per mole: 51.4
SMILES string: CC(N)=O.CO
Charge: 0
LUMO level in eV: 0.63
HOMO energy in eV: -9.970

The geometry in XYZ format:
```
15
Properties=species:S:1:pos:R:3:forces:R:3
C 1.797 0.546 2.279 2.2 -3.6 -0.9
H 1.101 -0.164 1.691 1.5 1.6 -0.1
H -2.396 -1.976 -1.848 0.6 1.3 2.2
H 1.331 1.395 2.565 -2.0 2.3 1.3
H 2.956 1.227 0.861 -0.1 0.5 -1.7
O -0.494 -0.144 -0.046 -2.3 0.3 -1.4
H -0.871 -0.215 -3.042 -1.0 0.3 0.8
H 2.130 -0.124 3.078 -0.4 0.6 0.5
C -1.355 0.433 -2.247 -0.9 0.9 -2.0
H -2.449 0.720 -2.574 2.2 -0.7 0.5
O 3.096 1.027 1.761 -1.1 -1.3 0.9
N -2.055 -1.555 -0.917 -1.0 2.1 -5.7
H -0.697 1.366 -2.391 -1.1 -1.3 1.3
H -2.132 -2.155 -0.188 0.3 -1.6 2.8
C -1.342 -0.355 -0.939 3.1 -1.4 1.4
```
Forces are in eV/Å.

Mulliken population analysis, charges in e, atoms 1 to 4: -0.392 0.160 0.212 0.269